The following is a quantum chemistry calculation of a 2-piece molecular cluster, C3H11NO2S overall, from OMol25.

Last column: Löwdin charge in e.
Cartesian coordinates (Å):
H: -1.147 -0.482 -1.439  0.0509
N: -0.209 -0.208 -1.708  0.0444
C: 1.868 -0.110 -0.372  -0.2392
O: 2.810 0.742 -1.017  -0.0560
H: 3.262 0.196 -1.663  0.0802
S: -1.909 1.301 0.490  0.7120
H: -2.028 1.677 1.765  -0.1570
H: 0.616 1.485 -0.727  0.1200
H: 1.923 -1.112 -0.800  0.1163
H: 0.147 0.755 1.548  0.0712
H: -0.277 0.455 -2.476  0.0788
H: -0.488 -0.714 1.014  0.0615
H: 2.093 -0.282 0.686  0.1122
H: 0.031 -3.138 2.336  0.0332
C: -0.380 0.324 0.703  -0.5262
H: -0.913 -4.132 1.647  0.0350
O: -0.740 -3.195 1.766  -0.0550
C: 0.454 0.427 -0.572  -0.4823

Atoms 1-6, force components in eV/Å:
0.02 -0.01 -0.26
-0.13 0.36 -0.15
-0.19 -0.88 -0.08
0.04 -0.21 0.21
0.16 0.17 -0.08
-0.04 -0.38 -0.02

## Properties
- SMILES = N[C@H](CO)CS.O
- 2S+1 = 1
- highest occupied orbital energy (eV) = -8.9
- electronic energy (Ha) = -724.295229
- frontier orbital gap (eV) = 9.6